# 1
A structure of composition C48H52N9O7SV, computed with the ωB97M-V functional and the def2-TZVPD basis.

Last column: Mulliken spin population.
Atoms and positions in Å:
V 0.08919 0.11514 -0.13251  1.981
C 2.95843 -4.65389 3.24755  0.000
C 3.35461 -4.10362 1.87893  0.000
C 2.20352 -3.49742 1.14203  -0.006
C 1.45816 -4.03069 0.14162  -0.005
C 1.55877 -5.38487 -0.48332  0.000
C 0.53917 -6.37539 0.08001  0.000
C 0.46684 -3.02748 -0.19750  -0.018
N 0.59833 -1.92257 0.56861  -0.052
C 1.66320 -2.17482 1.38777  0.042
C 2.21529 -1.28276 2.27500  0.006
C 1.77335 0.01224 2.50084  0.045
C 2.34140 0.90167 3.47689  0.000
C 3.51249 0.58214 4.34975  0.000
C 3.12646 -0.23314 5.58384  0.001
C 1.58975 2.03929 3.44298  -0.002
C 0.58008 1.82268 2.44126  0.025
C -0.41313 2.73337 2.12337  -0.003
C -1.43175 2.52976 1.21884  0.046
N -1.58028 1.41530 0.43427  -0.073
C -2.73041 1.61528 -0.25836  0.021
C -3.27633 0.70992 -1.15699  -0.004
C -2.76375 -0.53920 -1.42102  0.035
N -1.63236 -1.06263 -0.87737  -0.048
C -1.49927 -2.29031 -1.44769  0.015
C -0.49993 -3.19645 -1.17424  0.024
C -2.57513 -2.55417 -2.38776  0.000
C -3.37236 -1.46397 -2.36294  -0.008
C -4.59845 -1.18911 -3.17535  0.001
C -4.28293 -0.36305 -4.42337  0.000
C -2.75080 -3.81707 -3.16936  -0.001
C -3.42081 -4.92366 -2.35515  0.000
C -3.32367 2.89047 0.06823  0.001
C -2.50714 3.46555 0.99188  -0.002
C -2.67475 4.77309 1.69834  0.001
C -3.33642 4.62473 3.06862  0.000
C -4.62103 3.39994 -0.47589  0.000
C -5.83494 2.78894 0.22526  0.001
N 0.71942 0.59304 1.86170  -0.035
C 1.72739 3.27244 4.27882  0.001
C 0.78176 3.28608 5.48018  0.000
H 3.81354 -5.09417 3.76323  0.000
H 2.18801 -5.42083 3.14968  0.000
H 2.54987 -3.86539 3.88120  0.000
H 3.78914 -4.90198 1.27298  0.000
H 4.14465 -3.35682 1.99565  0.000
H 2.56815 -5.77528 -0.33251  0.000
H 1.42989 -5.30174 -1.56596  0.000
H 0.71035 -6.54196 1.14446  0.000
H 0.59654 -7.33873 -0.42973  0.000
H -0.47607 -5.99138 -0.02968  0.000
H 3.08196 -1.61152 2.83284  0.001
H 3.99310 1.51305 4.66157  0.000
H 4.26141 0.04175 3.76553  0.000
H 2.40664 0.31061 6.19778  0.000
H 3.99695 -0.46233 6.20107  0.000
H 2.65858 -1.17515 5.29416  0.000
H -0.40735 3.67413 2.66008  0.002
H -4.18745 0.99567 -1.66522  0.005
H -0.49421 -4.12359 -1.73164  0.004
H -5.34194 -0.66804 -2.56555  0.000
H -5.06176 -2.13598 -3.46575  0.000
H -3.80173 0.57704 -4.15239  0.000
H -5.18477 -0.13958 -4.99624  0.000
H -3.58595 -0.89661 -5.07060  0.001
H -1.78033 -4.16220 -3.53486  0.000
H -3.34534 -3.60568 -4.06208  0.000
H -2.83750 -5.15565 -1.46291  0.000
H -3.53163 -5.83944 -2.93832  0.000
H -4.41068 -4.60816 -2.02134  0.000
H -3.27021 5.44700 1.07670  0.000
H -1.70038 5.25550 1.81304  0.000
H -4.33927 4.20646 2.96935  0.000
H -3.41652 5.58519 3.58045  0.000
H -2.76406 3.94661 3.70312  0.000
H -4.67787 3.19405 -1.54850  0.000
H -4.65112 4.48829 -0.37681  0.000
H -5.81412 1.70081 0.15200  0.000
H -6.77079 3.14346 -0.21054  0.000
H -5.83556 3.04248 1.28630  0.000
H 1.54987 4.15682 3.66092  0.000
H 2.75927 3.35491 4.62907  0.000
H -0.25336 3.15792 5.16059  0.000
H 0.85483 4.22260 6.03548  0.000
H 1.01387 2.46694 6.16238  0.000
O 6.47598 -0.01817 -4.96991  0.003
N 5.29093 0.25823 -5.07532  0.000
O 4.77940 0.66355 -6.10559  -0.007
C 4.45163 0.14431 -3.88743  -0.021
C 3.09190 0.44419 -3.99328  0.183
C 2.27818 0.31068 -2.88302  -0.014
C 2.81854 -0.08516 -1.59787  0.019
O 2.10557 -0.21310 -0.56096  -0.035
C 4.21966 -0.30429 -1.58200  -0.004
C 5.03520 -0.24368 -2.70212  0.087
N 4.89072 -0.59462 -0.31409  0.002
O 5.84621 -1.35670 -0.34640  0.000
O 4.50692 -0.03215 0.69308  0.001
N 0.92780 0.61894 -3.01241  0.309
O 0.52243 1.25190 -4.02216  0.346
O 0.01754 0.13863 -2.18370  0.066
H 2.65875 0.76290 -4.92734  0.019
H 6.08739 -0.46571 -2.62899  0.006
N 1.71724 6.59228 -2.71886  0.000
C 2.10712 6.14400 -1.51008  0.000
S 2.96460 7.04948 -0.44862  0.002
C 1.65325 4.74154 -1.20814  0.010
C 0.49831 4.22106 -1.78360  0.002
C 0.12863 2.92348 -1.48106  0.051
N 0.84972 2.15285 -0.66570  -0.067
C 1.96665 2.64364 -0.12425  0.042
C 2.39768 3.93744 -0.35763  -0.009
H 2.05527 7.49377 -3.01159  0.000
H 1.41806 5.94873 -3.43295  0.000
H -0.14695 4.79402 -2.43491  -0.003
H -0.74758 2.46122 -1.91626  0.004
H 2.52958 1.95705 0.49733  0.010
H 3.30491 4.30232 0.10044  -0.001

2S+1 = 4
E_LUMO (alpha / beta) = 0.0554 / 0.0553 hartree
HOMO-LUMO gap (alpha / beta) = 5.199 / 5.769 eV
Expectation value of S² = 3.781
Charge = -1
Energy above the lowest of the compared OMol25 structures with the same formula, charge and spin = 0.0 kJ/mol
Energy = -114886.195 eV
HOMO level (alpha / beta) = -3.692 / -4.265 eV

***

# 2
A cluster of 7 separate species, H14O7 in total, computed with the ωB97M-V functional and the def2-TZVPD basis.

Last column: Mulliken spin population.
Atoms and positions in Å:
O -3.40757 -0.39172 -2.37858  0.027
H -2.70493 -0.11632 -1.78978  -0.002
H -3.25560 -1.32723 -2.51252  -0.001
O -2.12847 -2.36945 1.41861  0.450
H -1.73052 -1.73683 0.82057  -0.020
H -3.01698 -2.04182 1.55807  -0.011
O 2.45542 1.66874 1.47398  0.051
H 1.58558 1.65045 1.07487  -0.002
H 2.48397 2.49911 1.94927  -0.002
O 2.68390 -1.31291 0.67076  0.397
H 3.22123 -1.11029 1.43657  -0.009
H 2.09402 -0.56380 0.58649  -0.014
O 1.31036 0.01869 -2.32990  0.008
H 1.81239 0.48518 -2.99818  0.000
H 1.91169 -0.64936 -2.00076  0.000
O -0.31404 1.84962 1.19287  0.001
H -0.87689 1.61654 1.93119  0.000
H -0.59727 2.72930 0.94352  0.000
O -0.59714 -0.67071 -0.26656  0.135
H -0.76364 0.10420 0.27013  -0.003
H -0.16551 -0.33136 -1.05063  -0.005

2S+1 = 2
E_LUMO (alpha / beta) = -0.1270 / -0.4223 hartree
HOMO-LUMO gap (alpha / beta) = 11.135 / 2.821 eV
Expectation value of S² = 0.756
Charge = +1
Energy above the lowest of the compared OMol25 structures with the same formula, charge and spin = 129.7 kJ/mol
Energy = -14548.665 eV
HOMO level (alpha / beta) = -14.591 / -14.313 eV

***

# 3
A structure of composition CH3Br2P, computed with the ωB97M-V functional and the def2-TZVPD basis.

Last column: Mulliken spin population.
Atoms and positions in Å:
C -0.54588 0.14577 -0.40428  0.048
P 0.62258 -1.00365 0.41543  1.122
Br -2.35535 -0.28256 0.02325  0.045
Br 2.48980 0.08544 -0.04797  0.663
H -0.29496 -0.12182 -1.44026  0.008
H -0.60338 1.52809 -0.19404  0.040
H 0.68719 -0.35127 1.64786  0.073

2S+1 = 3
E_LUMO (alpha / beta) = 0.0141 / -0.1397 hartree
HOMO-LUMO gap (alpha / beta) = 5.941 / 6.386 eV
Expectation value of S² = 2.007
Charge = 0
Energy above the lowest of the compared OMol25 structures with the same formula, charge and spin = 315.5 kJ/mol
Energy = -150453.995 eV
HOMO level (alpha / beta) = -5.557 / -10.187 eV

***

# 4
A structure of composition C64H83BrCl2F7N8P, computed with the ωB97M-V functional and the def2-TZVPD basis.

Last column: Löwdin charge in e.
Atoms and positions in Å:
C 2.72841 -4.13810 2.81435  -0.123
C 3.01238 -4.46801 1.33874  -0.251
C 3.47782 -3.19794 0.59313  -0.223
C 5.01652 -3.07545 0.58366  -0.205
C 5.59512 -1.64416 0.56491  -0.211
C 5.83372 -1.04623 -0.82823  -0.212
C 4.57835 -1.01562 -1.71917  -0.219
C 4.65270 0.08852 -2.78408  -0.215
C 4.51245 1.51794 -2.23574  -0.216
C 3.32274 1.72686 -1.28430  -0.211
C 2.80776 3.17624 -1.25825  -0.206
C 1.51320 3.32281 -0.43592  -0.182
C 1.74529 3.57636 1.07327  -0.161
C 0.80367 2.74498 1.96378  -0.214
C -0.64490 3.30280 1.98203  -0.141
C -1.67525 2.44779 1.21975  -0.234
C -1.68556 0.96493 1.59874  -0.288
C -2.88971 0.16379 1.08230  -0.364
P -3.46511 0.65017 -0.58209  0.782
Br -1.21006 0.08913 -1.41098  0.386
C -5.17184 1.28107 0.05182  -0.783
Cl -6.05367 -0.01699 0.92885  0.618
C -6.13256 2.18706 -0.74964  -0.767
C -5.45291 3.05668 -1.80496  -0.138
Cl -7.55879 1.36861 -1.46137  0.629
C -4.10225 -0.58994 -1.91393  -0.555
F -5.42425 -0.76301 -1.80463  0.043
F -3.54121 -1.77437 -1.66765  0.065
C -3.78697 -0.17344 -3.39825  -0.462
F -3.33073 1.07231 -3.44286  0.100
F -2.89437 -0.99832 -3.90418  0.154
C -4.98658 -0.22697 -4.37842  -0.665
F -4.57187 0.15112 -5.54558  0.225
F -5.44993 -1.43331 -4.46388  0.224
F -5.96318 0.57139 -4.03118  0.155
H 3.39864 -3.32373 3.12688  0.070
H 1.68450 -3.82104 2.93512  0.061
H 2.89269 -4.98957 3.48566  0.040
H 3.78861 -5.24540 1.26515  0.095
H 2.10808 -4.88076 0.86872  0.101
H 3.07728 -3.16716 -0.42839  0.099
H 3.06877 -2.31961 1.12186  0.091
H 5.39021 -3.55960 1.50113  0.105
H 5.41235 -3.66321 -0.26056  0.116
H 6.55574 -1.65423 1.10298  0.104
H 4.92981 -0.97583 1.13632  0.090
H 6.64507 -1.59533 -1.33636  0.113
H 6.19876 -0.01478 -0.69888  0.101
H 3.69535 -0.87165 -1.07936  0.097
H 4.44380 -1.99035 -2.21411  0.112
H 3.88821 -0.07589 -3.55996  0.110
H 5.63328 -0.00014 -3.28225  0.110
H 5.44651 1.80867 -1.73056  0.104
H 4.40204 2.20836 -3.08790  0.106
H 2.49528 1.04883 -1.54937  0.113
H 3.62218 1.45227 -0.25802  0.109
H 3.58923 3.82327 -0.82443  0.116
H 2.64581 3.52459 -2.28836  0.107
H 0.92866 2.39660 -0.55154  0.078
H 0.89827 4.12625 -0.86719  0.112
H 2.78358 3.32064 1.34068  0.085
H 1.62020 4.64475 1.30894  0.112
H 0.79224 1.73101 1.54780  0.130
H 1.19557 2.68715 2.98825  -0.107
H -0.98936 3.48697 3.00972  0.107
H -0.63984 4.28747 1.48586  0.113
H -2.68498 2.86303 1.39577  0.109
H -1.47895 2.55284 0.13834  0.071
H -0.75838 0.46536 1.29834  0.063
H -1.73279 0.89512 2.69935  0.120
H -3.72431 0.25396 1.77529  0.043
H -2.62342 -0.89868 0.99410  0.096
H -3.11726 1.91532 -1.03137  0.005
H -4.83515 1.93938 0.87218  0.067
H -6.59616 2.85548 -0.01153  0.093
H -5.30825 2.55286 -2.76198  0.055
H -4.49358 3.45908 -1.44820  0.080
H -6.08781 3.93171 -1.99857  0.072
N -5.08305 5.97846 -3.84217  0.057
C -5.99297 5.52297 -4.69950  -0.152
C -6.72846 6.33849 -5.54674  -0.065
C -6.50744 7.70644 -5.50121  -0.075
C -5.56247 8.19691 -4.61206  -0.078
C -4.88176 7.29531 -3.80706  -0.174
H -6.13922 4.44752 -4.70956  0.101
H -7.45389 5.90748 -6.22324  0.104
H -7.06101 8.37712 -6.14597  0.106
H -5.35400 9.25602 -4.53967  0.104
H -4.13331 7.64427 -3.10331  0.107
N -0.02496 -5.95026 3.89265  0.067
C 0.57690 -6.16781 5.05975  -0.161
C -0.01575 -6.84695 6.11413  -0.079
C -1.31097 -7.31475 5.95455  -0.082
C -1.95548 -7.08363 4.74812  -0.075
C -1.27060 -6.40237 3.75234  -0.150
H 1.58797 -5.78438 5.14811  0.092
H 0.52918 -7.00350 7.03571  0.101
H -1.80876 -7.84912 6.75387  0.104
H -2.96610 -7.42843 4.57579  0.100
H -1.74000 -6.21573 2.79156  0.104
N -0.40208 6.57367 -4.76952  0.057
C -1.62126 6.99133 -5.11109  -0.153
C -1.85352 8.04134 -5.98759  -0.073
C -0.76318 8.69639 -6.53930  -0.083
C 0.51033 8.27313 -6.19204  -0.077
C 0.63617 7.21130 -5.30741  -0.157
H -2.44802 6.44972 -4.66530  0.083
H -2.86766 8.33105 -6.23040  0.092
H -0.90291 9.51951 -7.22878  0.103
H 1.39144 8.75233 -6.59726  0.099
H 1.61771 6.85290 -5.01619  0.102
N -10.77525 -0.06925 -4.73811  0.055
C -11.24712 -0.83510 -5.72010  -0.159
C -10.45021 -1.38973 -6.71124  -0.077
C -9.08763 -1.13896 -6.67773  -0.075
C -8.58001 -0.35083 -5.65570  -0.065
C -9.46248 0.16280 -4.71721  -0.146
H -12.31763 -1.01054 -5.71414  0.101
H -10.89047 -2.00320 -7.48580  0.099
H -8.43005 -1.55578 -7.43032  0.106
H -7.52576 -0.13125 -5.59413  0.075
H -9.10627 0.78805 -3.90562  0.072
N 5.06597 -7.61391 4.57853  0.054
C 5.69294 -7.84344 5.73162  -0.152
C 5.12667 -8.54783 6.78457  -0.073
C 3.83679 -9.03445 6.63554  -0.079
C 3.17113 -8.79936 5.44189  -0.077
C 3.82698 -8.08820 4.44767  -0.167
H 6.69745 -7.44281 5.81518  0.105
H 5.68520 -8.70559 7.69736  0.100
H 3.35849 -9.58555 7.43560  0.104
H 2.16208 -9.15520 5.28170  0.101
H 3.33851 -7.88612 3.49964  0.109
N 2.76382 5.66673 4.11471  0.054
C 1.60555 6.30435 3.95405  -0.153
C 1.49954 7.68228 3.84127  -0.067
C 2.65821 8.44209 3.89852  -0.075
C 3.87095 7.79146 4.06442  -0.068
C 3.86929 6.40797 4.16612  -0.139
H 0.72010 5.67835 3.90961  0.100
H 0.53062 8.14485 3.70987  0.102
H 2.61648 9.52047 3.81368  0.106
H 4.80160 8.34035 4.11319  0.103
H 4.80171 5.86711 4.29290  0.108
N 3.07951 0.40263 2.72724  0.088
C 2.06323 -0.25499 3.28445  -0.158
C 1.02441 0.36832 3.96083  -0.053
C 1.04141 1.75100 4.06539  -0.085
C 2.09057 2.44888 3.48699  -0.197
C 3.08079 1.73062 2.83339  -0.158
H 2.07844 -1.33422 3.17897  0.076
H 0.22230 -0.21982 4.38679  0.107
H 0.24755 2.27815 4.58010  0.134
H 2.13434 3.52747 3.53010  0.122
H 3.91425 2.24488 2.36563  0.111
N 6.19129 -8.84286 -0.23528  0.053
C 6.04534 -8.66752 1.07790  -0.151
C 5.98646 -9.71257 1.98893  -0.076
C 6.08363 -11.01087 1.51265  -0.082
C 6.23585 -11.20876 0.14873  -0.082
C 6.28426 -10.09574 -0.67827  -0.162
H 5.97059 -7.64176 1.42315  0.100
H 5.86969 -9.50230 3.04268  0.076
H 6.04032 -11.85325 2.19190  0.102
H 6.31520 -12.20298 -0.27039  0.097
H 6.40346 -10.21364 -1.75013  0.100

E_LUMO = 0.0131 hartree
HOMO-LUMO gap = 7.160 eV
Charge = 0
Energy above the lowest of the compared OMol25 structures with the same formula, charge and spin = 573.8 kJ/mol
Energy = -203026.256 eV
HOMO level = -6.803 eV

***

| no. | strongest force on any atom (eV/Å) |
| --- | --- |
| 1 | 0.838 |
| 2 | 1.393 |
| 3 | 4.771 |
| 4 | 9.858 |